(1)
CHCl2OP | ωB97M-V/def2-TZVPD

Geometry as ORCA input:
```
! wB97M-V def2-TZVPD RIJCOSX def2/J DEFGRID3
* xyz 0 1
C 0.649 0.236 -1.218
O -0.030 -1.536 1.168
P -0.592 -0.225 1.122
Cl -2.132 -0.304 2.433
Cl 0.325 1.339 -2.508
H 1.779 0.491 -0.997
*
```

Output
Energy relative to the best compared isomer or geometry (same formula, charge and spin) ... 53.65 kcal/mol
Lowest unoccupied orbital energy ... -1.6 eV
HOMO-LUMO gap ... 7.970 eV



(2)
C12H30N2O4Ti | ωB97M-V/def2-TZVPD

Geometry as ORCA input:
```
! wB97M-V def2-TZVPD RIJCOSX def2/J DEFGRID3
* xyz 1 4
Ti 0.732 -0.739 0.259
C -4.510 3.043 -1.203
O -4.285 1.856 -0.405
C -3.801 0.774 -1.181
C -3.497 -0.395 -0.181
N -2.456 -0.181 0.836
C -2.880 0.763 1.891
C -1.782 1.113 2.929
O -0.490 1.164 2.282
C 0.631 1.686 2.948
H -5.126 2.758 -2.056
H -3.545 3.491 -1.439
H -5.205 3.678 -0.654
H -2.816 0.873 -1.638
H -4.529 0.375 -1.888
H -2.986 -1.163 -0.762
H -4.375 -0.824 0.302
H -2.465 -1.099 1.258
H -3.755 0.469 2.470
H -3.096 1.728 1.431
H -1.809 0.357 3.713
H -2.002 2.131 3.251
H 1.534 1.356 2.436
H 0.599 1.360 3.988
H 0.643 2.770 3.059
C 2.364 -3.056 2.454
O 2.534 -2.385 1.266
C 3.686 -2.697 0.476
C 3.820 -1.988 -0.943
N 2.555 -1.996 -1.725
C 2.528 -1.195 -2.962
C 2.487 0.390 -2.729
O 1.408 0.569 -1.848
C 0.749 1.801 -2.041
H 1.727 -2.478 3.123
H 3.303 -3.215 2.985
H 1.911 -4.042 2.354
H 3.670 -3.755 0.212
H 4.599 -2.378 0.979
H 4.687 -2.404 -1.454
H 4.113 -0.972 -0.679
H 2.496 -2.975 -1.967
H 1.716 -1.415 -3.655
H 3.442 -1.462 -3.494
H 2.502 1.101 -3.555
H 3.274 0.821 -2.109
H 0.176 1.823 -2.968
H 1.477 2.606 -2.144
H 0.049 1.958 -1.220
*
```

Output
Energy relative to the best compared isomer or geometry (same formula, charge and spin) ... 85.84 kcal/mol
Lowest unoccupied orbital energy (alpha / beta) ... -2.2 / -3.0 eV
HOMO-LUMO gap (alpha / beta) ... 6.734 / 9.215 eV



(3)
C24H59MnO15P2 | ωB97M-V/def2-TZVPD

Geometry as ORCA input:
```
! wB97M-V def2-TZVPD RIJCOSX def2/J DEFGRID3
* xyz 1 6
Mn 0.952 2.706 -0.177
O 0.330 1.001 -0.516
H -0.090 0.268 -0.964
C 1.554 -3.122 -2.853
O 1.367 -2.143 -3.858
C 1.105 -0.891 -3.329
C 1.145 0.142 -4.426
O 2.466 0.365 -4.840
C 3.151 1.374 -4.119
C 4.368 1.800 -4.899
O 3.973 2.467 -6.063
C 4.991 2.569 -7.002
H 1.881 -4.024 -3.362
H 0.608 -3.334 -2.333
H 2.305 -2.792 -2.127
H 1.906 -0.583 -2.626
H 0.160 -0.858 -2.759
H 0.710 1.077 -4.041
H 0.554 -0.162 -5.290
H 3.515 0.941 -3.169
H 2.494 2.232 -3.914
H 4.996 0.922 -5.106
H 4.992 2.460 -4.268
H 5.963 2.814 -6.548
H 4.754 3.375 -7.698
H 5.114 1.649 -7.587
C 3.282 2.108 2.160
O 1.914 2.325 1.732
C 1.071 2.729 2.821
C -0.340 2.318 2.521
O -0.669 2.934 1.306
C -2.037 2.811 0.881
C -3.031 3.377 1.839
O -3.296 2.451 2.850
C -4.200 2.965 3.794
H 3.716 3.038 2.525
H 3.839 1.734 1.304
H 3.296 1.342 2.939
H 1.111 3.825 2.867
H 1.450 2.332 3.760
H -0.969 2.675 3.338
H -0.449 1.233 2.474
H -2.239 1.734 0.781
H -2.135 3.255 -0.105
H -3.948 3.614 1.274
H -2.687 4.350 2.234
H -3.838 3.902 4.238
H -4.304 2.225 4.583
H -5.183 3.151 3.348
C 1.350 -2.146 1.097
C 0.771 -1.020 1.940
O 0.455 -1.491 3.285
P 1.219 -0.715 4.439
O 2.575 -0.295 4.081
O 1.055 -1.650 5.674
C 1.890 -2.838 5.763
C 1.237 -3.803 6.718
O 0.270 0.496 4.804
C -1.120 0.250 5.140
C -1.686 1.461 5.827
H 0.814 -3.075 1.301
H 1.232 -1.925 0.034
H 2.402 -2.320 1.321
H 1.457 -0.178 1.921
H -0.208 -0.751 1.541
H 1.974 -3.292 4.772
H 2.873 -2.516 6.097
H 1.953 -4.567 7.011
H 0.850 -3.294 7.602
H 0.364 -4.269 6.257
H -1.690 -0.035 4.251
H -1.179 -0.600 5.825
H -1.535 2.376 5.251
H -2.767 1.334 5.917
H -1.271 1.569 6.825
C -3.010 1.876 -3.433
C -2.092 0.946 -2.637
O -2.089 -0.374 -3.195
P -3.153 -1.477 -2.764
O -4.433 -0.963 -2.341
O -3.193 -2.428 -4.003
C -1.996 -2.918 -4.621
C -1.965 -4.419 -4.627
O -2.382 -2.362 -1.687
C -1.835 -1.787 -0.507
C -1.887 -2.804 0.618
H -4.059 1.646 -3.224
H -2.824 2.928 -3.226
H -2.896 1.629 -4.489
H -1.058 1.270 -2.782
H -2.277 0.951 -1.561
H -1.929 -2.538 -5.640
H -1.111 -2.577 -4.078
H -2.812 -4.912 -5.101
H -1.057 -4.747 -5.149
H -1.853 -4.840 -3.622
H -0.814 -1.420 -0.687
H -2.426 -0.907 -0.211
H -1.199 -2.529 1.418
H -2.898 -2.830 1.024
H -1.653 -3.800 0.246
*
```

Output
Energy relative to the best compared isomer or geometry (same formula, charge and spin) ... 0.00 kcal/mol
Lowest unoccupied orbital energy (alpha / beta) ... -4.6 / -4.7 eV
HOMO-LUMO gap (alpha / beta) ... 6.981 / 6.885 eV



(4)
C2H5NOS | ωB97M-V/def2-TZVPD

Geometry as ORCA input:
```
! wB97M-V def2-TZVPD RIJCOSX def2/J DEFGRID3
* xyz 0 1
C 1.503 -1.425 0.024
C -0.606 1.417 0.298
N 0.577 -1.914 0.755
O 2.570 0.887 -0.740
S 1.865 0.349 0.442
H 2.211 -1.905 -0.780
H -1.486 0.733 0.141
H -0.483 2.373 -0.314
H -0.417 1.486 1.413
H 0.299 -2.952 0.639
*
```

Output
Energy relative to the best compared isomer or geometry (same formula, charge and spin) ... 111.59 kcal/mol
Lowest unoccupied orbital energy (alpha / beta) ... -0.9 / -0.2 eV
HOMO-LUMO gap (alpha / beta) ... 7.899 / 8.551 eV



(5)
C63H51CaN5O8S | ωB97M-V/def2-TZVPD

Geometry as ORCA input:
```
! wB97M-V def2-TZVPD RIJCOSX def2/J DEFGRID3
* xyz -2 1
Ca 0.403 0.228 -0.405
C 2.502 4.795 -8.632
O 2.929 4.839 -7.287
C 2.349 3.924 -6.435
C 2.447 4.183 -5.072
C 1.892 3.300 -4.158
C 1.220 2.144 -4.582
C 1.145 1.907 -5.944
C 1.703 2.782 -6.879
C 0.599 1.232 -3.562
C -0.476 1.773 -2.877
C -1.190 2.972 -3.390
C -2.146 3.279 -2.523
C -2.038 2.319 -1.390
N -1.074 1.370 -1.702
C -2.700 2.509 -0.219
C -1.144 1.714 1.764
C -1.310 1.855 3.278
C -0.585 0.917 3.871
C -0.034 0.013 2.817
C 0.734 -1.128 3.029
C 1.244 -1.436 4.395
C 0.400 -1.564 5.504
C 0.885 -1.734 6.794
C 2.249 -1.818 7.013
O 2.655 -1.977 8.319
C 4.033 -1.809 8.569
C 3.120 -1.760 5.930
C 2.611 -1.571 4.647
C 1.236 -1.987 1.942
N 1.336 -1.687 0.635
C 1.915 -2.785 -0.008
C 2.353 -2.812 -1.346
C 3.275 -3.926 -1.728
C 3.032 -4.701 -2.865
C 3.905 -5.692 -3.273
C 5.059 -5.940 -2.540
O 5.876 -6.929 -3.018
C 7.121 -7.096 -2.374
C 5.318 -5.203 -1.392
C 4.424 -4.204 -1.002
C 2.113 -1.852 -2.354
C 2.849 -1.679 -3.567
C 2.390 -0.521 -4.148
C 1.352 -0.005 -3.293
N 1.200 -0.819 -2.239
C 2.111 -3.827 0.955
C 1.692 -3.339 2.164
N -0.426 0.463 1.622
C -3.552 3.740 -0.069
C -4.949 3.716 -0.042
C -5.689 4.881 0.069
C -5.042 6.110 0.146
O -5.849 7.219 0.250
C -5.194 8.461 0.384
C -3.655 6.167 0.098
C -2.929 4.979 -0.005
H 2.858 5.707 -9.107
H 1.413 4.752 -8.702
H 2.919 3.936 -9.165
H 2.952 5.085 -4.747
H 1.936 3.508 -3.091
H 0.631 1.018 -6.293
H 1.618 2.562 -7.934
H -0.964 3.474 -4.319
H -2.849 4.095 -2.586
H -1.864 2.663 3.739
H -0.438 0.805 4.936
H -0.673 -1.537 5.342
H 0.212 -1.812 7.641
H 4.397 -0.856 8.176
H 4.628 -2.617 8.133
H 4.161 -1.824 9.649
H 4.190 -1.841 6.066
H 3.295 -1.506 3.808
H 2.127 -4.517 -3.433
H 3.710 -6.284 -4.160
H 7.001 -7.466 -1.352
H 7.683 -6.159 -2.344
H 7.677 -7.828 -2.954
H 6.199 -5.383 -0.794
H 4.637 -3.612 -0.119
H 3.651 -2.308 -3.928
H 2.732 -0.076 -5.070
H 2.482 -4.821 0.746
H 1.676 -3.854 3.114
H -5.460 2.761 -0.103
H -6.772 4.857 0.104
H -5.971 9.213 0.504
H -4.538 8.480 1.258
H -4.600 8.697 -0.503
H -3.125 7.107 0.130
H -1.846 5.020 -0.085
C -2.956 -1.282 -2.331
C -3.592 -1.860 -1.238
C -3.093 -3.039 -0.691
C -1.946 -3.625 -1.211
C -1.313 -3.045 -2.303
C -1.824 -1.883 -2.870
H -3.337 -0.361 -2.756
H -4.452 -1.373 -0.793
H -3.590 -3.484 0.163
H -1.539 -4.525 -0.764
H -0.409 -3.487 -2.707
H -1.327 -1.442 -3.726
C -3.137 -3.780 4.940
C -3.263 -2.493 4.164
C -3.953 -1.399 4.683
C -4.071 -0.220 3.959
C -3.488 -0.141 2.701
C -2.814 -1.223 2.157
C -2.689 -2.383 2.901
S -3.868 1.278 1.724
O -4.820 0.861 0.720
O -4.278 2.325 2.627
N -2.479 1.660 0.949
C -0.288 2.955 1.352
C 0.542 3.046 0.038
O 0.441 4.091 -0.611
O 1.360 2.079 -0.187
H -3.743 -3.756 5.848
H -2.100 -3.966 5.231
H -3.462 -4.630 4.337
H -4.401 -1.468 5.671
H -4.587 0.642 4.360
H -2.357 -1.140 1.184
H -2.125 -3.214 2.487
H 0.474 3.004 2.132
H -0.904 3.848 1.425
*
```

Output
Lowest unoccupied orbital energy ... 3.6 eV
HOMO-LUMO gap ... 4.420 eV



(6)
C25H45FNO9S4 | ωB97M-V/def2-TZVPD

Geometry as ORCA input:
```
! wB97M-V def2-TZVPD RIJCOSX def2/J DEFGRID3
* xyz 1 1
C 1.799 -0.168 1.714
C 0.400 0.050 1.087
O -0.144 1.162 1.137
N -0.400 -1.171 0.778
H 0.280 -1.952 0.829
H -1.119 -1.269 1.511
C -1.184 -0.985 -0.473
H 2.224 0.597 2.321
H 2.567 -0.459 1.011
H 1.633 -1.129 2.274
H -1.765 -1.950 -0.564
H -0.839 -0.498 -1.363
H -2.148 -0.605 -0.508
F 2.554 -0.901 7.208
C 2.118 -0.015 6.404
C 3.057 0.918 5.725
C 2.561 1.881 4.788
C 1.214 2.076 4.493
C 0.383 1.160 5.133
C 0.779 0.162 5.996
H 4.190 0.717 5.979
H 3.271 2.578 4.383
H 0.816 2.756 3.558
H -0.661 1.386 4.882
H 0.016 -0.551 6.413
C -5.671 0.138 -4.465
C -4.772 1.212 -3.698
C -3.663 0.628 -3.050
S -4.383 -0.867 -2.471
O -5.141 -0.538 -1.289
O -3.355 -1.935 -2.344
C -5.578 -1.249 -3.674
H -5.558 -0.118 -5.566
H -6.653 0.575 -4.573
H -5.325 1.666 -2.733
H -4.515 2.028 -4.339
H -3.241 1.233 -2.253
H -2.803 0.278 -3.757
H -6.480 -1.510 -3.223
H -5.138 -2.206 -4.261
C 7.464 -1.046 -2.363
C 7.265 -1.392 -0.887
C 6.419 -0.418 -0.302
S 5.182 0.010 -1.491
O 5.289 1.518 -1.510
O 3.906 -0.687 -1.356
C 6.052 -0.614 -2.925
H 7.969 -1.918 -2.960
H 8.200 -0.216 -2.352
H 8.359 -1.521 -0.440
H 6.692 -2.354 -1.047
H 6.951 0.472 0.159
H 5.722 -0.875 0.376
H 6.125 0.086 -3.755
H 5.553 -1.512 -3.195
C 2.219 1.472 -4.504
C 0.836 0.766 -4.876
C -0.042 1.864 -4.633
S 0.420 2.560 -3.048
O -0.415 1.987 -2.082
O 0.390 3.995 -3.254
C 2.130 2.034 -3.077
H 2.410 2.030 -5.317
H 3.081 0.750 -4.545
H 0.699 -0.132 -4.320
H 0.866 0.424 -5.971
H -1.138 1.701 -4.710
H 0.030 2.727 -5.395
H 2.075 1.204 -2.244
H 2.901 2.844 -2.856
C -5.289 -0.513 4.068
C -5.116 -1.925 3.581
C -4.025 -2.492 4.324
S -2.802 -1.241 4.091
O -2.487 -1.119 2.762
O -1.785 -1.453 5.077
C -3.951 -0.042 4.597
H -6.096 -0.356 4.808
H -5.527 0.093 3.180
H -5.171 -1.959 2.422
H -6.048 -2.503 3.868
H -3.623 -3.297 3.826
H -4.023 -2.550 5.506
H -3.169 0.815 4.002
H -3.830 -0.304 5.775
*
```

Output
Energy relative to the best compared isomer or geometry (same formula, charge and spin) ... 0.00 kcal/mol
Lowest unoccupied orbital energy ... -2.6 eV
HOMO-LUMO gap ... 8.273 eV



(7)
H6O2S2 | ωB97M-V/def2-TZVPD

Geometry as ORCA input:
```
! wB97M-V def2-TZVPD RIJCOSX def2/J DEFGRID3
* xyz 0 1
S -2.376 1.995 -1.113
S -2.734 1.060 0.688
H -1.012 2.064 -1.066
H -2.320 -0.203 0.433
O 1.815 0.549 -0.714
H 1.335 -0.038 -0.141
H 2.465 0.919 -0.137
O 0.782 -1.899 1.006
H 0.491 -2.704 0.586
H 1.553 -1.742 0.458
*
```

Output
Energy relative to the best compared isomer or geometry (same formula, charge and spin) ... 6.03 kcal/mol
Lowest unoccupied orbital energy ... 0.4 eV
HOMO-LUMO gap ... 9.580 eV



(8)
C24H40N6OS3ScSi3 | ωB97M-V/def2-TZVPD

Geometry as ORCA input:
```
! wB97M-V def2-TZVPD RIJCOSX def2/J DEFGRID3
* xyz -1 1
Sc 0.156 0.087 -1.002
C 2.945 -4.650 1.264
C 3.160 -4.603 -0.243
N 2.015 -4.078 -0.961
C 1.733 -2.752 -1.050
S 0.220 -2.358 -1.798
N 2.667 -1.933 -0.609
N 2.321 -0.619 -0.746
C 3.254 0.256 -0.647
C 4.702 -0.074 -0.473
C 2.842 1.674 -0.750
C 3.775 2.701 -0.792
C 3.339 4.002 -0.984
C 1.988 4.249 -1.128
C 1.113 3.177 -1.057
N 1.527 1.930 -0.855
H 3.831 -5.038 1.771
H 2.096 -5.286 1.522
H 2.742 -3.647 1.642
H 3.373 -5.598 -0.637
H 4.013 -3.969 -0.478
H 1.235 -4.686 -1.141
H 4.823 -1.142 -0.332
H 5.122 0.455 0.387
H 5.265 0.234 -1.358
H 4.829 2.482 -0.712
H 4.057 4.810 -1.042
H 1.604 5.243 -1.312
H 0.048 3.307 -1.192
C 1.977 0.661 2.178
O 0.838 0.396 1.383
Si -0.717 0.268 2.066
C -0.957 1.837 3.078
C -0.563 -1.043 3.413
C -1.697 -0.057 0.578
Si -3.029 1.228 0.309
C -4.230 0.819 -1.076
C -2.386 2.970 -0.044
C -4.182 1.463 1.797
Si -2.394 -1.786 0.542
C -3.890 -2.019 1.687
C -1.177 -3.114 1.140
C -3.055 -2.293 -1.150
H 1.831 0.301 3.201
H 2.186 1.735 2.209
H 2.843 0.143 1.767
H -0.031 2.012 3.637
H -1.741 1.676 3.822
H -1.194 2.743 2.524
H -0.185 -0.575 4.328
H 0.119 -1.849 3.134
H -1.526 -1.497 3.657
H -3.760 0.463 -1.992
H -4.783 1.732 -1.320
H -4.960 0.072 -0.750
H -2.205 3.103 -1.112
H -1.468 3.217 0.493
H -3.147 3.695 0.264
H -4.702 0.542 2.063
H -4.942 2.202 1.520
H -3.680 1.837 2.691
H -3.737 -1.623 2.696
H -4.107 -3.089 1.776
H -4.782 -1.540 1.275
H -1.443 -3.458 2.144
H -0.137 -2.784 1.156
H -1.225 -3.969 0.460
H -4.107 -2.018 -1.256
H -2.980 -3.379 -1.254
H -2.511 -1.846 -1.985
S -1.297 1.120 -2.826
C 0.127 1.438 -3.790
S 1.470 0.452 -3.444
C 0.127 2.474 -4.714
C -1.014 3.303 -4.925
N -1.917 3.995 -5.117
C 1.299 2.791 -5.461
N 2.244 3.073 -6.061
*
```

Output
Energy relative to the best compared isomer or geometry (same formula, charge and spin) ... 10.91 kcal/mol
Lowest unoccupied orbital energy ... 1.9 eV
HOMO-LUMO gap ... 6.614 eV



Number 1: strongest force on any atom 2.71 eV/A. Number 2: strongest force on any atom 3.15 eV/A. Number 3: strongest force on any atom 1.68 eV/A. Number 4: strongest force on any atom 2.30 eV/A. Number 5: strongest force on any atom 1.93 eV/A. Number 6: strongest force on any atom 7.78 eV/A. Number 7: strongest force on any atom 1.09 eV/A. Number 8: strongest force on any atom 0.44 eV/A.